C6H14BrN2O2 | wB97M-V/def2-TZVPD

The frontier orbital gap is 8.3 eV. The net charge is -1. Its total energy is -83567.22672 eV. As for the HOMO energy: -4.88 eV. The calculation puts the energy above the lowest of the compared OMol25 structures with the same formula, charge and spin at 3.4857 eV.

Each line ends with the Mulliken charge.
Atoms and positions in Å:
Br  -1.13485  -1.85299  -0.62394  -0.87
C  -3.84890  1.24753  0.09679  -0.85
C  -2.72250  1.77111  0.97481  0.64
O  -2.68707  2.94989  1.19385  -0.62
N  -1.85051  0.87625  1.50433  -0.10
C  -0.77751  1.28070  2.34855  -1.16
H  -3.55894  0.39533  -0.38095  0.28
H  -4.11380  1.87652  -0.83191  0.27
H  -4.82541  0.87722  0.70442  0.19
H  -1.54421  0.10517  1.00967  0.16
H  -0.49797  2.25504  2.19125  0.41
H  0.17800  0.84266  2.17472  0.37
H  -1.07799  1.24169  3.35308  0.35
C  2.77074  -2.80929  -0.58900  -1.39
C  3.00113  -1.42343  -1.10348  0.78
O  4.02718  -1.04914  -1.55935  -0.72
N  1.99668  -0.68218  -1.02412  0.05
C  1.73194  0.55458  -1.67685  -1.29
H  2.96792  -2.89732  0.55520  0.23
H  3.58919  -3.38626  -0.89572  0.46
H  2.12134  -3.24546  -1.08167  0.54
H  1.26983  -1.30513  -0.62952  -0.03
H  1.17920  0.38069  -2.45431  0.51
H  2.68370  0.87046  -2.03613  0.37
H  1.12281  1.12636  -1.21970  0.41